1.
76
Properties=species:S:1:pos:R:3:mulliken_charge:R:1 method="wB97M-V/def2-TZVPD" e_above_lowest_kj_mol=72.1 gap_ha=0.3080 charge=+1 homo_ev=-10.98
Pb -0.02 -0.18 0.26 1.5469
C -1.73 -3.66 1.58 -1.4824
C -0.34 -3.11 1.76 0.5575
C 0.71 -3.52 0.93 -0.2233
C 1.98 -2.99 1.08 -0.5068
C 2.25 -2.06 2.08 -0.4584
C 1.22 -1.66 2.92 -0.2156
C -0.06 -2.17 2.75 -0.5270
H -1.87 -4.57 2.15 0.4610
H -1.93 -3.89 0.53 0.2253
H -2.48 -2.94 1.92 0.3189
H 0.51 -4.24 0.15 0.4531
H 2.78 -3.31 0.42 0.4000
H 3.25 -1.66 2.20 0.4547
H 1.41 -0.93 3.71 0.3338
H -0.86 -1.84 3.41 0.3822
O -2.57 3.00 -0.20 -0.6695
C -1.80 2.41 0.53 0.3094
O -1.82 1.12 0.78 -0.7378
C -0.71 3.21 1.26 -0.8547
P 0.78 2.18 1.53 1.1402
C 2.27 3.05 0.98 0.3108
C 2.29 4.37 0.56 -0.3735
C 3.47 4.94 0.10 -0.6948
C 4.64 4.19 0.07 -0.5759
C 4.62 2.86 0.47 -0.6967
C 3.44 2.29 0.92 -0.5504
C 0.90 1.94 3.32 0.5046
C 2.06 2.18 4.06 -0.4775
C 2.08 1.90 5.42 -0.7136
C 0.96 1.38 6.05 -0.5618
C -0.20 1.14 5.32 -0.6894
C -0.23 1.41 3.96 -0.5652
H -1.09 3.52 2.23 0.5744
H -0.49 4.10 0.68 0.2957
H 1.39 4.98 0.59 0.3697
H 3.48 5.97 -0.22 0.4491
H 5.56 4.64 -0.28 0.4151
H 5.53 2.27 0.43 0.4421
H 3.42 1.24 1.21 0.4939
H 2.94 2.59 3.58 0.3764
H 2.98 2.09 5.99 0.4269
H 0.99 1.16 7.11 0.3993
H -1.07 0.74 5.81 0.4477
H -1.13 1.21 3.39 0.4299
N -1.85 2.99 -3.98 -0.7383
N -0.84 2.52 -3.19 1.0777
N 0.36 3.06 -3.21 -0.9763
C 0.95 2.40 -2.23 -0.5075
N 0.12 1.53 -1.65 0.1312
N -1.03 1.61 -2.31 -0.1150
H -1.56 3.08 -4.94 0.2579
H -2.70 2.48 -3.80 0.2954
H 1.97 2.56 -1.92 0.6505
Se -2.98 -1.08 -1.95 0.1826
C -3.89 -2.64 -1.33 0.6085
C -4.51 -2.53 -0.09 -0.5748
C -5.18 -3.64 0.39 -0.3905
N -5.26 -4.80 -0.26 -0.5758
C -4.66 -4.87 -1.45 -0.4313
C -3.97 -3.82 -2.04 -0.2962
H -4.47 -1.62 0.49 0.4603
H -5.68 -3.60 1.36 0.4060
H -4.74 -5.82 -1.96 0.3741
H -3.52 -3.94 -3.01 0.4968
O -2.09 -1.95 -3.32 -0.6121
C -0.78 -1.98 -3.24 0.2262
C 0.02 -2.65 -4.32 -0.4146
C 1.45 -2.34 -3.87 -0.6741
C 1.25 -1.62 -2.54 0.0475
O 2.10 -1.18 -1.81 -0.5555
N -0.12 -1.49 -2.26 0.5208
H -0.24 -2.25 -5.30 0.3368
H -0.22 -3.71 -4.33 0.2817
H 1.99 -1.69 -4.55 0.2709
H 2.06 -3.23 -3.72 0.2928

2.
72
Properties=species:S:1:pos:R:3:mulliken_spin:R:1 method="wB97M-V/def2-TZVPD" e_above_lowest_kj_mol=133.0 s_squared=2.02 gap_ha="0.2085 / 0.2446" charge=-1 homo_ev="-3.62 / -4.96" spin_multiplicity=3
Ti 0.06 -0.50 0.07 0.7005
C 3.57 -1.60 2.64 -0.0034
C 3.49 -0.60 3.62 0.0145
C 2.41 0.26 3.61 -0.0101
C 1.42 0.12 2.62 0.0184
C 1.51 -0.82 1.58 -0.0122
C 2.63 -1.68 1.64 0.0586
C 0.16 0.84 2.68 0.0552
C -0.20 1.71 3.75 -0.0312
C -1.46 2.19 3.85 0.0556
C -2.43 1.81 2.89 -0.0057
C -3.78 2.21 2.97 0.0070
C -4.68 1.83 2.02 -0.0088
C -4.26 1.01 0.95 0.0188
C -2.95 0.61 0.85 -0.0068
C -2.01 1.00 1.82 0.0700
N -0.70 0.55 1.71 -0.0470
H 4.40 -2.30 2.66 -0.0007
H 4.25 -0.51 4.38 0.0018
H 2.34 1.02 4.38 0.0021
H 2.76 -2.43 0.87 0.0071
H 0.54 1.96 4.49 0.0014
H -1.75 2.84 4.67 0.0030
H -4.08 2.84 3.80 0.0001
H -5.72 2.14 2.09 0.0000
H -4.96 0.69 0.20 0.0017
H -2.65 0.00 0.01 -0.0392
S -0.67 -2.79 0.83 -0.0114
C -2.03 -3.50 0.02 -0.0020
C -2.52 -4.73 0.63 -0.0053
N -2.91 -5.70 1.11 0.0002
C -2.67 -3.06 -1.09 0.0216
S -2.18 -1.62 -1.95 -0.0052
C -3.84 -3.75 -1.60 0.0007
N -4.76 -4.29 -2.03 0.0050
C 0.71 -2.27 -4.06 0.0189
N 0.50 -2.97 -2.81 0.0158
C -0.02 -4.31 -3.02 0.0009
C 1.69 -3.02 -1.95 0.0051
C 2.42 -1.70 -1.80 0.0473
C 3.67 -1.60 -2.44 -0.0124
C 4.45 -0.46 -2.33 0.0187
C 3.97 0.59 -1.56 -0.0021
C 2.74 0.49 -0.94 0.1753
C 1.91 -0.65 -1.03 -0.0851
H -0.23 -2.28 -4.63 -0.0007
H 1.49 -2.74 -4.67 0.0010
H 0.99 -1.23 -3.88 -0.0064
H -0.87 -2.04 -2.28 0.0232
H 0.67 -4.92 -3.62 0.0002
H -0.98 -4.26 -3.53 -0.0001
H -0.16 -4.80 -2.06 -0.0002
H 2.39 -3.78 -2.34 0.0005
H 1.36 -3.36 -0.97 -0.0072
H 4.03 -2.44 -3.02 -0.0003
H 5.41 -0.40 -2.82 0.0023
H 4.56 1.50 -1.44 -0.0007
H 2.40 1.33 -0.34 0.0030
C -1.01 4.56 -1.96 -0.0062
As -0.98 3.50 -0.32 0.1844
C -1.94 4.82 0.82 0.1884
C 0.82 3.94 0.28 0.0050
S -0.40 1.28 -1.50 0.5925
H -0.71 5.59 -1.75 0.0036
H -2.02 4.55 -2.37 -0.0008
H -0.34 4.09 -2.67 -0.0010
H -1.54 5.82 0.63 0.0048
H -1.79 4.55 1.87 -0.0170
H -3.00 4.79 0.59 -0.0028
H 0.94 5.03 0.38 0.0035
H 1.53 3.54 -0.44 -0.0035
H 1.00 3.48 1.25 -0.0020

3.
79
Properties=species:S:1:pos:R:3:mulliken_spin:R:1 method="wB97M-V/def2-TZVPD" e_above_lowest_kj_mol=60.9 s_squared=0.76 gap_ha="0.2307 / 0.2378" charge=-1 homo_ev="-3.90 / -4.09" spin_multiplicity=2
Ti -0.57 -1.39 0.52 0.9260
S 2.71 -3.22 0.66 0.0027
C 1.78 -3.05 -0.73 0.0115
N 0.79 -2.19 -1.00 -0.0165
C 0.33 -2.35 -2.31 0.0021
C -0.66 -1.58 -2.92 0.0255
C -1.03 -1.85 -4.23 0.0022
C -0.42 -2.88 -4.95 0.0015
C 0.58 -3.64 -4.36 0.0000
C 0.94 -3.37 -3.05 0.0042
S 2.17 -4.10 -2.07 0.0005
H -1.17 -0.80 -2.38 0.0048
H -1.82 -1.27 -4.68 0.0000
H -0.72 -3.08 -5.97 0.0002
H 1.06 -4.43 -4.92 -0.0001
C -1.23 0.11 4.05 0.0039
C 0.23 0.44 3.96 -0.0215
C 0.87 1.11 5.00 0.0071
C 2.20 1.48 4.90 -0.0108
C 2.89 1.19 3.73 0.0071
C 2.30 0.52 2.67 -0.0145
C 3.09 0.25 1.42 0.0084
C 0.95 0.11 2.77 0.0215
N 0.32 -0.53 1.76 -0.0505
H -1.45 -0.88 3.67 0.0015
H -1.59 0.20 5.07 0.0000
H -1.82 0.80 3.43 0.0004
H 0.30 1.34 5.90 0.0000
H 2.69 2.00 5.72 -0.0009
H 3.93 1.49 3.63 0.0000
H 3.84 1.02 1.26 0.0003
H 2.43 0.19 0.55 -0.0001
H 3.59 -0.73 1.46 -0.0006
F -4.44 -1.79 -0.07 0.0003
B -3.31 -2.40 0.45 0.0046
F -2.67 -1.49 1.39 0.0015
F -3.58 -3.60 1.06 0.0000
F -2.30 -2.52 -0.57 0.0054
C 1.37 -3.09 4.26 0.0001
N 0.00 -3.47 3.89 -0.0003
C -1.04 -3.44 4.90 0.0024
C -0.32 -3.43 2.62 0.0110
N -0.52 -3.39 1.48 0.0018
H 1.36 -2.10 4.71 0.0005
H 1.98 -3.07 3.36 -0.0010
H 1.76 -3.83 4.96 -0.0001
H -0.83 -4.21 5.65 -0.0002
H -2.00 -3.64 4.44 -0.0008
H -1.07 -2.47 5.39 0.0003
C -2.70 3.36 -5.39 0.0000
C -1.44 3.10 -4.61 -0.0002
C -0.95 4.02 -3.68 -0.0003
C 0.21 3.78 -2.97 0.0008
C 0.91 2.60 -3.15 0.0019
N 2.09 2.30 -2.44 -0.0001
C 2.48 2.73 -1.18 -0.0002
O 3.66 2.88 -0.91 0.0002
N 1.50 2.98 -0.24 -0.0022
C 0.22 2.39 -0.13 0.0431
C -0.81 3.07 0.48 0.0095
C -2.05 2.47 0.64 0.0158
C -2.21 1.17 0.21 0.0112
N -1.21 0.49 -0.36 0.0048
C -0.03 1.08 -0.56 -0.0085
C 0.44 1.67 -4.08 -0.0012
C -0.72 1.92 -4.79 -0.0004
H -3.28 4.16 -4.93 0.0000
H -3.33 2.47 -5.43 0.0000
H -2.48 3.66 -6.41 0.0000
H -1.50 4.94 -3.51 -0.0001
H 0.57 4.51 -2.26 -0.0001
H 2.85 1.89 -2.95 0.0000
H 1.91 3.30 0.63 0.0002
H -0.63 4.08 0.83 0.0002
H -2.87 2.98 1.11 0.0006
H -3.13 0.62 0.36 -0.0015
H 0.74 0.50 -1.05 -0.0147
H 0.96 0.72 -4.20 0.0001
H -1.07 1.18 -5.49 0.0000

4.
80
Properties=species:S:1:pos:R:3:mulliken_charge:R:1 method="wB97M-V/def2-TZVPD" e_above_lowest_kj_mol=0.0 gap_ha="0.2320 / 0.2318" charge=+1 homo_ev="-10.15 / -10.15"
Re -0.07 -0.28 0.37 0.9943
C -2.55 -2.71 2.91 -1.3671
C -1.31 -2.24 2.50 -0.0863
N -1.47 -1.28 1.59 -0.5890
N -2.79 -1.10 1.42 0.6290
C -3.46 -1.96 2.20 -0.0526
B -3.30 -0.05 0.41 0.8582
N -2.58 1.32 0.68 0.6883
C -3.12 2.53 0.88 0.0671
C -2.10 3.46 1.00 -1.4546
C -0.94 2.72 0.85 -0.2364
N -1.23 1.44 0.65 -0.3351
N -2.86 -0.51 -1.00 0.3160
C -3.49 -0.75 -2.15 -0.0275
C -2.56 -1.02 -3.13 -1.6437
C -1.33 -0.89 -2.50 -0.8912
N -1.51 -0.60 -1.20 -0.3138
N -4.78 0.15 0.60 0.3764
C -5.40 0.47 1.77 -0.3916
C -6.72 0.69 1.51 -0.9627
C -6.84 0.48 0.13 -0.3209
N -5.68 0.16 -0.41 -1.0275
H -2.76 -3.48 3.63 0.4490
H -0.31 -2.53 2.79 0.4659
H -4.54 -1.98 2.20 0.5447
H -4.19 2.66 0.91 0.4530
H -2.20 4.51 1.18 0.4621
H 0.09 3.03 0.89 0.5273
H -4.56 -0.70 -2.19 0.5808
H -2.74 -1.26 -4.16 0.5265
H -0.33 -0.99 -2.88 1.1123
H -4.84 0.53 2.70 0.5888
H -7.49 0.95 2.21 0.4607
H -7.72 0.54 -0.49 0.4711
C 4.09 2.03 -0.30 -1.0817
C 2.89 1.30 0.23 -0.0606
S 1.55 0.98 -0.91 0.3496
C 2.74 0.95 1.51 1.0347
C 3.79 1.29 2.53 -1.5250
S 1.31 0.13 2.16 -0.5323
H 4.03 2.19 -1.37 -0.2568
H 5.01 1.47 -0.10 0.3528
H 4.19 3.01 0.18 0.3872
H 4.68 0.67 2.39 0.3087
H 3.42 1.13 3.54 0.4729
H 4.11 2.33 2.44 0.3334
N 2.42 -3.67 -0.33 0.0182
C 1.29 -4.16 -0.94 -0.8263
C 0.34 -3.20 -0.79 -0.4298
N 0.89 -2.13 -0.11 0.6822
C 2.14 -2.46 0.15 -0.6525
H 3.31 -4.14 -0.26 0.2361
H 1.26 -5.14 -1.39 0.4471
H -0.68 -3.20 -1.11 0.4689
H 2.84 -1.83 0.68 0.5084
S 3.72 2.44 -3.98 -0.4272
P 2.52 0.94 -4.06 1.0689
S 2.43 -0.31 -2.29 -0.1658
C 2.97 -0.36 -5.24 0.3500
C 3.84 -0.03 -6.27 -0.7712
C 4.17 -0.98 -7.22 -0.6656
C 3.65 -2.26 -7.15 -0.5064
C 2.79 -2.60 -6.11 -0.8111
C 2.44 -1.65 -5.16 0.0387
C 0.80 1.42 -4.39 0.5930
C 0.30 2.56 -3.76 -0.4796
C -1.00 2.97 -4.00 -0.7406
C -1.79 2.27 -4.91 -0.5549
C -1.28 1.16 -5.56 -0.7490
C 0.00 0.72 -5.30 -0.3691
H 4.25 0.97 -6.32 0.3490
H 4.85 -0.71 -8.03 0.4098
H 3.92 -3.00 -7.89 0.3965
H 2.38 -3.60 -6.05 0.4331
H 1.76 -1.93 -4.37 0.3054
H 0.94 3.13 -3.10 0.4196
H -1.38 3.85 -3.50 0.4671
H -2.80 2.61 -5.11 0.4242
H -1.89 0.64 -6.29 0.5002
H 0.39 -0.13 -5.83 0.3781

5.
77
Properties=species:S:1:pos:R:3:mulliken_charge:R:1 method="wB97M-V/def2-TZVPD" gap_ha=0.2792 charge=0 homo_ev=-8.48
Cd 2.71 0.28 0.82 1.5132
O 3.21 -0.06 2.94 -0.9950
N 4.49 -0.12 3.23 0.4899
C 4.87 0.05 4.53 -0.1641
C 6.19 -0.01 4.93 -0.7018
C 7.16 -0.22 3.95 -0.1277
C 6.77 -0.33 2.66 -0.8287
C 5.41 -0.32 2.25 0.5915
S 5.04 -0.44 0.58 -0.5253
H 4.04 0.26 5.18 0.4079
H 6.41 0.13 5.97 0.4082
H 8.21 -0.31 4.20 0.3750
H 7.49 -0.41 1.85 0.3368
C -4.66 -6.05 -3.74 -1.2174
C -3.30 -5.51 -3.30 -0.4480
S -3.48 -3.88 -2.65 1.2809
O -4.24 -3.91 -1.42 -0.6811
O -3.91 -3.07 -3.76 -0.6710
C -1.83 -3.33 -2.18 0.1686
C -1.42 -3.74 -0.77 -1.4709
N -0.14 -3.15 -0.34 0.3196
C 0.03 -1.97 0.27 0.6080
N 1.31 -1.62 0.31 -0.2979
C 2.00 -2.63 -0.31 -0.3757
C 1.11 -3.52 -0.77 -0.4006
N 1.48 -4.74 -1.43 1.0445
O 0.56 -5.52 -1.70 -0.6281
O 2.66 -4.97 -1.66 -0.6124
C -1.04 -1.14 0.84 -0.9500
H -4.57 -7.08 -4.12 0.3686
H -5.10 -5.39 -4.50 0.3330
H -5.36 -6.08 -2.89 0.3300
H -2.59 -5.35 -4.10 0.3946
H -2.82 -6.19 -2.59 0.3524
H -1.92 -2.24 -2.20 -0.3594
H -1.13 -3.64 -2.98 0.5861
H -1.36 -4.81 -0.64 0.3674
H -2.17 -3.38 -0.11 0.5314
H 3.06 -2.64 -0.37 0.6464
H -0.71 -0.64 1.74 0.3841
H -1.92 -1.76 1.09 0.4525
H -1.33 -0.40 0.10 -0.1088
O 1.54 1.77 0.08 -0.7791
Si 0.13 2.53 0.04 -0.4218
C 0.37 4.39 -0.24 0.2781
C 1.51 4.91 -0.86 -0.3267
C 1.67 6.26 -1.15 -0.4417
C 0.69 7.17 -0.77 -0.4206
C -0.42 6.69 -0.09 -0.6171
C -0.61 5.32 0.13 -0.1849
C -0.91 1.83 -1.35 0.0660
C -0.37 0.87 -2.23 -0.0327
C -1.18 0.32 -3.22 -0.8798
C -2.51 0.65 -3.30 -0.3130
C -3.06 1.62 -2.46 -0.9912
C -2.26 2.18 -1.48 0.0849
C -0.79 2.43 1.63 0.9974
C -2.10 1.94 1.82 -0.1999
C -2.70 1.96 3.09 -0.7977
C -2.01 2.42 4.19 -0.4586
C -0.70 2.89 4.04 -0.6558
C -0.12 2.93 2.76 -0.5017
H 2.36 4.25 -1.14 0.2791
H 2.55 6.60 -1.72 0.3397
H 0.75 8.24 -1.02 0.3424
H -1.23 7.35 0.19 0.3540
H -1.52 5.00 0.65 0.2096
H 0.65 0.53 -2.14 0.4512
H -0.87 -0.46 -3.87 0.5119
H -3.14 0.22 -4.05 0.4514
H -4.11 1.86 -2.59 0.4105
H -2.66 2.92 -0.79 0.4361
H -2.67 1.58 1.00 0.5316
H -3.73 1.68 3.18 0.4347
H -2.50 2.45 5.15 0.3721
H -0.11 3.22 4.92 0.3380
H 0.87 3.35 2.68 0.4067

6.
82
Properties=species:S:1:pos:R:3:mulliken_spin:R:1 method="wB97M-V/def2-TZVPD" e_above_lowest_kj_mol=61.1 s_squared=2.02 gap_ha="0.2357 / 0.2288" charge=+2 homo_ev="-12.59 / -12.59" spin_multiplicity=3
Mo -0.15 0.30 1.03 1.7484
O -2.82 -2.87 -0.63 -0.0005
C -1.84 -3.58 -1.23 -0.0041
C -2.25 -4.54 -2.15 -0.0004
C -1.33 -5.33 -2.80 0.0000
C 0.04 -5.17 -2.55 -0.0001
C 0.45 -4.22 -1.65 0.0006
C -0.47 -3.40 -0.98 -0.0062
C 0.04 -2.35 -0.11 0.0163
O -0.82 -1.50 0.43 0.0137
N 1.30 -2.19 0.11 0.0098
N 1.52 -1.10 0.96 -0.0634
C 2.76 -1.13 1.38 0.0449
S 3.81 -2.35 0.75 0.0267
C 5.31 -1.72 1.56 0.0006
C 4.90 -1.14 2.90 0.0004
S 3.45 -0.09 2.61 0.0178
H -2.42 -2.24 -0.01 0.0011
H -3.31 -4.65 -2.33 0.0000
H -1.67 -6.07 -3.50 0.0000
H 0.76 -5.80 -3.05 0.0000
H 1.51 -4.08 -1.45 0.0003
H 5.77 -0.96 0.92 0.0010
H 6.00 -2.55 1.68 -0.0002
H 5.68 -0.51 3.33 -0.0001
H 4.64 -1.92 3.61 0.0008
N -3.69 2.67 1.62 -0.0009
C -2.53 3.05 1.11 0.0048
S -1.10 2.84 2.04 -0.0281
N -2.53 3.54 -0.13 -0.0068
C -1.41 4.10 -0.82 -0.0037
C -1.03 3.56 -2.04 0.0005
C 0.02 4.13 -2.75 -0.0034
C 0.67 5.24 -2.24 0.0001
C 0.28 5.79 -1.02 0.0003
C -0.77 5.22 -0.31 0.0077
H -3.72 2.32 2.55 -0.0003
H -4.56 2.74 1.10 0.0006
H -3.37 3.39 -0.68 0.0006
H -1.57 2.72 -2.45 0.0013
H 0.30 3.72 -3.71 0.0001
H 1.48 5.70 -2.80 -0.0001
H 0.77 6.68 -0.64 0.0000
H -1.10 5.65 0.62 -0.0005
O -3.47 0.88 -1.27 0.0149
C -2.33 0.53 -1.08 0.0199
O -1.77 0.75 0.12 0.0910
C -1.46 -0.09 -2.10 -0.0181
C -0.08 -0.02 -2.02 0.0454
C 0.75 -0.66 -2.94 0.0240
C 0.12 -1.38 -3.93 -0.0027
O 0.69 -2.10 -4.91 -0.0003
C -0.39 -2.67 -5.67 -0.0001
O -1.61 -2.21 -5.09 0.0000
C -1.26 -1.43 -4.04 0.0006
C -2.09 -0.79 -3.15 -0.0087
H 0.42 0.55 -1.23 -0.0331
H 1.83 -0.62 -2.87 0.0010
H -0.34 -3.76 -5.60 0.0000
H -0.32 -2.32 -6.71 0.0000
H -3.17 -0.85 -3.21 -0.0002
C -0.46 -1.66 6.22 -0.0001
N -0.88 -1.09 4.94 0.0090
C -2.17 -0.88 4.52 -0.0041
C -2.10 -0.35 3.28 0.0263
N -0.77 -0.23 2.93 0.0084
C -0.06 -0.70 3.95 0.0600
H -1.34 -1.75 6.85 -0.0002
H 0.26 -1.01 6.70 0.0003
H -0.04 -2.65 6.06 0.0002
H -3.01 -1.12 5.15 -0.0001
H -2.88 -0.05 2.60 0.0002
H 1.02 -0.75 4.00 -0.0037
N 2.52 3.28 2.46 0.0064
C 1.93 2.58 1.51 -0.0151
O 1.34 1.51 1.83 -0.0147
C 2.00 3.08 0.11 0.0296
I 3.20 1.77 -1.06 -0.0006
H 2.44 2.99 3.42 0.0022
H 3.00 4.15 2.25 -0.0010
H 2.44 4.07 0.05 0.0004
H 1.00 3.11 -0.32 -0.0163